[1]
9
Properties=species:S:1:pos:R:3:nbo_charge:R:1 method="wB97M-V/def2-TZVPD" homo_ha="-0.33815 / -0.33834" e_lumo_ha="-0.013 / -0.013" multiplicity=1
O -2.01 1.53 -0.52 -0.539
O -3.09 -1.00 0.18 -0.394
N -1.84 -0.72 0.20 0.159
N -1.22 0.36 0.00 0.171
C 0.18 0.52 0.10 -0.422
H -1.13 -1.31 0.73 0.338
H 0.42 -0.30 0.75 0.190
H 0.56 0.52 -0.85 0.235
H 0.45 1.53 0.51 0.263

[2]
17
Properties=species:S:1:pos:R:3:nbo_charge:R:1 method="wB97M-V/def2-TZVPD" homo_ha=-0.33279 e_lumo_ha=0.023 multiplicity=1 smiles=NCCCS.O
S 0.33 1.26 -3.03 -0.101
O 2.79 -2.39 5.26 -0.956
N -1.06 -0.87 1.55 -0.880
C -0.76 -0.11 -0.82 -0.456
C -1.07 1.08 -1.72 -0.455
C -1.02 0.34 0.61 -0.208
H 0.28 -0.41 -0.96 0.221
H -0.53 0.47 -3.76 0.134
H -1.32 -1.05 -1.01 0.220
H -1.97 0.91 -2.32 0.214
H 2.35 -2.22 6.11 0.479
H -0.30 0.99 1.06 0.178
H -1.25 2.04 -1.22 0.219
H -0.40 -1.62 1.41 0.366
H -1.17 -0.46 2.46 0.359
H -2.01 0.76 0.86 0.190
H 2.24 -2.16 4.50 0.477

[3]
110
Properties=species:S:1:pos:R:3:mulliken_charge:R:1 method="wB97M-V/def2-TZVPD" homo_ha=-0.30052 total_charge=+1 e_lumo_ha=-0.161 multiplicity=1
O -5.57 -1.39 -1.55 -0.450
N 6.21 1.20 0.36 0.883
N -0.89 3.60 2.05 0.214
N -0.33 -6.31 0.31 0.949
C 2.05 -9.16 0.47 -0.761
C 4.46 -0.37 1.02 -0.431
C 7.09 2.82 4.14 -0.402
C 0.67 -2.27 -0.21 0.325
C -1.40 -6.61 1.19 -0.831
C -3.68 -7.33 1.53 -0.798
C 1.06 -9.09 -1.74 -0.751
C 1.63 -3.31 -0.47 -0.984
C 6.34 3.10 1.87 -0.238
C -3.52 -7.14 2.91 -0.420
C -0.82 2.23 -2.52 -0.682
C -3.12 0.91 0.90 0.745
C -2.30 -6.71 3.43 -0.868
C 9.50 0.49 -2.16 -0.412
C -3.52 -0.41 1.27 -0.779
C -1.34 3.07 -0.28 -0.701
C 4.93 0.64 0.17 0.440
C -1.24 -6.42 2.57 0.291
C -3.88 1.53 -0.14 -0.469
C -1.00 3.52 -3.04 -0.600
C -4.93 -0.56 -0.68 0.825
C -0.67 -2.66 0.08 -0.594
C -2.04 1.54 1.58 -1.528
C -2.61 -7.08 0.67 0.072
C -1.00 -4.00 0.22 -0.628
C 7.98 -0.27 -0.44 0.018
C 1.92 -9.69 -0.82 -0.410
C 3.21 -0.92 0.81 -0.774
C 0.37 -7.93 -1.40 0.078
C -6.12 -0.80 -2.74 -0.829
C -1.44 2.75 1.17 1.001
C 7.29 1.45 3.92 -0.965
C 0.49 -7.40 -0.11 -0.763
C 2.31 -0.37 -0.15 0.758
C 2.79 0.72 -0.95 -0.901
C -1.07 2.01 -1.17 0.450
C 1.27 -4.64 -0.43 -0.839
C -0.24 4.59 4.13 -0.576
C -4.77 0.82 -0.92 -0.629
C 4.11 1.13 -0.86 -0.413
C 6.63 3.65 3.12 -0.752
C -1.20 3.57 3.48 -0.539
C 8.78 1.68 -2.27 -0.706
C 0.02 4.69 1.69 -0.488
C -1.36 4.57 -2.19 -0.838
C -1.55 4.35 -0.82 -0.098
C 9.10 -0.48 -1.24 -0.763
C -4.40 -1.13 0.51 -0.527
C -0.02 -5.00 0.02 1.081
C 1.00 -0.90 -0.31 0.197
C 7.67 1.91 -1.46 -0.197
C 7.01 0.91 2.66 0.153
C 6.53 1.73 1.65 0.110
C 7.27 0.93 -0.54 -0.007
C 0.57 5.23 3.01 -0.582
C 1.32 -8.03 0.83 0.170
H 9.67 -1.41 -1.14 0.366
H -0.29 -7.43 -2.11 0.429
H 0.83 4.35 1.02 0.290
H 0.41 4.07 4.85 0.288
H 6.50 4.72 3.28 0.390
H -0.83 5.33 4.68 0.293
H 9.09 2.45 -2.99 0.373
H 1.98 -5.43 -0.70 0.500
H -0.52 5.50 1.17 0.125
H -6.51 -1.67 -3.29 0.234
H 0.48 6.32 3.03 0.326
H 7.10 2.84 -1.52 0.331
H -3.75 2.60 -0.35 0.491
H -1.53 5.58 -2.58 0.410
H 2.90 -1.77 1.40 0.541
H -1.43 -1.89 0.22 0.350
H 2.11 1.17 -1.68 0.415
H 10.37 0.32 -2.79 0.378
H -4.63 -7.67 1.12 0.415
H -5.35 -0.28 -3.33 0.346
H -5.32 1.32 -1.73 0.402
H 7.30 3.24 5.12 0.387
H 2.65 -3.03 -0.75 0.469
H 1.40 -7.60 1.84 0.320
H -4.35 -7.35 3.59 0.405
H 1.62 4.98 3.10 0.263
H -3.08 -0.84 2.17 0.384
H 2.49 -10.58 -1.10 0.395
H 7.64 -1.02 0.28 0.320
H 0.92 -9.53 -2.73 0.393
H -2.25 3.88 3.67 0.276
H -2.69 -7.23 -0.41 0.395
H -1.10 1.00 -0.78 0.425
H 5.96 3.71 1.04 0.375
H 2.71 -9.63 1.20 0.398
H -2.15 -6.60 4.51 0.396
H -2.02 -4.30 0.49 0.614
H 4.53 1.87 -1.55 0.429
H -1.91 5.17 -0.18 0.534
H 5.11 -0.72 1.82 0.246
H 0.21 -0.22 -0.61 -0.129
H 7.14 -0.16 2.45 0.218
H 7.67 0.80 4.71 0.370
H -0.51 1.39 -3.15 0.524
H -1.74 1.09 2.53 0.202
H -1.08 2.57 3.91 0.237
H -4.69 -2.15 0.77 0.478
H -6.94 -0.11 -2.51 0.324
H -0.86 3.69 -4.10 0.416
H -0.27 -6.06 2.94 0.403